Entry 1:
C9H14O | ωB97M-V with the def2-TZVPD basis set

XYZ file:
```
24
Properties=species:S:1:pos:R:3:forces:R:3:nbo_charge:R:1
C -2.824747 0.489222 -0.517963 -1.0 0.5 -1.6 -0.65
C -2.041555 -0.605504 0.102741 1.5 0.7 0.0 -0.01
C -2.338164 -1.086178 1.353046 0.4 1.4 1.3 -0.22
C -1.402929 -1.844390 2.024891 0.3 -1.8 -0.8 -0.20
C -0.299023 -2.371066 1.344875 0.1 0.9 0.4 -0.22
C 0.093145 -1.804273 0.119497 -0.8 -1.0 0.5 -0.22
C -0.754891 -0.872341 -0.444686 -1.9 -0.6 -0.7 -0.21
H -3.366439 0.244664 -1.442503 0.5 -0.6 -0.2 0.22
H -2.135177 1.277309 -0.838992 -0.3 0.2 0.4 0.23
H -3.696789 0.877359 0.004212 0.5 0.2 0.9 0.22
H -3.076735 -0.567992 1.968850 -0.4 -0.6 -0.5 0.21
H -1.613561 -2.224453 3.003384 -0.1 0.0 0.5 0.21
H 0.277056 -3.145628 1.838762 0.2 0.1 -0.2 0.21
H 0.930034 -2.249723 -0.402665 0.2 0.4 -0.1 0.22
H -0.667054 -0.482727 -1.454670 0.8 0.1 0.1 0.21
C 2.929624 1.606479 0.096637 -0.8 0.4 1.7 -0.67
C 2.420304 1.182866 -1.247592 -1.7 -1.5 -1.3 -0.08
O 1.704652 2.169519 -2.005121 -0.2 0.3 0.4 -0.72
H 3.959792 1.518355 0.417136 0.6 0.3 -1.0 0.22
H 2.486566 1.042985 0.946159 -0.4 0.2 -0.7 0.22
H 2.551643 2.631659 0.216565 0.5 -0.1 0.3 0.22
H 3.116270 0.746678 -1.971035 0.4 -0.2 0.6 0.17
H 1.559448 0.480963 -1.107308 1.2 0.0 0.1 0.19
H 2.188523 2.986220 -2.004225 0.4 0.6 -0.1 0.46
```
Forces are in eV/Å.

Orbital gap ... 9.8 eV
Energy ... -11606.1279 eV
Relative energy (zero: lowest compared OMol25 entry of this formula, charge and spin) ... 34.8 kcal/mol
SMILES string ... Cc1ccccc1.CCO

***

Entry 2:
C3H16N2O3 | ωB97M-V with the def2-TZVPD basis set

XYZ file:
```
24
Properties=species:S:1:pos:R:3:forces:R:3:nbo_charge:R:1
C 1.119555 2.483242 -0.741199 -0.8 -0.5 0.9 -0.63
C 0.332308 1.201808 -0.357401 -0.8 0.4 -0.3 -0.06
N -0.988978 1.100419 -1.130576 2.3 -0.1 0.6 -0.85
C -0.013742 1.038707 1.113811 -0.3 1.3 0.2 -0.23
N -0.336089 -0.296211 1.571783 0.9 0.4 1.1 -0.82
H 1.606768 2.874374 0.148824 0.2 0.2 -0.1 0.22
H 1.836746 2.169286 -1.462727 0.8 0.2 -0.6 0.22
H 0.500406 3.259306 -1.187468 -0.1 0.1 0.1 0.20
H 0.969072 0.394463 -0.721553 -0.2 -0.4 0.4 0.19
H -1.273437 2.067428 -1.236600 -0.3 -0.1 -0.4 0.36
H -0.597941 0.760167 -2.006292 -1.0 0.3 -0.5 0.37
H -0.862171 1.711228 1.307665 -0.3 -0.2 -0.3 0.18
H 0.715759 1.534271 1.763502 0.5 -0.6 -0.1 0.19
H 0.512158 -0.716860 1.929822 -0.1 0.0 0.2 0.34
H -0.608220 -0.913598 0.848292 -0.6 -0.5 -1.0 0.37
O -2.428841 -1.171615 -1.086915 -0.6 0.1 0.6 -1.00
H -2.079758 -0.309134 -0.766301 0.5 0.0 -0.6 0.50
H -3.291555 -1.166236 -0.652403 0.0 -0.5 -0.2 0.47
O 2.626296 -2.301510 1.456308 0.6 -0.2 -0.1 -0.95
H 2.332346 -1.695992 2.137194 -0.2 0.0 0.0 0.46
H 1.903368 -2.467134 0.845630 -0.4 0.1 0.1 0.49
O -0.314716 -3.030473 -0.412280 -0.2 -0.1 -0.2 -0.98
H -1.061065 -2.586011 -0.842904 -0.1 0.7 0.1 0.50
H -0.598267 -3.939926 -0.518213 0.3 -0.4 0.2 0.47
```
Forces are in eV/Å.

Orbital gap ... 10.1 eV
Energy ... -12493.0557 eV
Relative energy (zero: lowest compared OMol25 entry of this formula, charge and spin) ... 15.5 kcal/mol
SMILES string ... C[C@H](N)CN.O.O.O

***

Entry 3:
C33H48GeN7O2SeTi | ωB97M-V with the def2-TZVPD basis set

XYZ file:
```
93
Properties=species:S:1:pos:R:3:forces:R:3:lowdin_charge:R:1
Ti 0.564783 0.254134 0.911496 -0.5 -0.3 -0.6 1.01
O 3.740428 -3.920969 0.291446 0.0 0.2 0.0 0.11
C 3.688612 -3.319789 -0.900159 0.0 0.0 0.1 -0.24
C 4.159835 -4.045488 -1.994214 0.0 0.0 -0.1 0.02
C 4.119739 -3.499371 -3.255677 0.0 0.0 0.0 -0.01
C 3.602259 -2.210054 -3.484814 0.0 -0.1 -0.1 -0.05
C 3.121825 -1.492583 -2.429871 0.0 0.0 0.1 -0.01
C 3.146293 -2.026512 -1.114295 -0.1 0.1 -0.2 -0.09
C 2.588395 -1.264723 -0.051259 0.0 0.0 0.3 -0.33
O 1.880065 -0.137982 -0.331255 0.4 -0.4 0.2 -0.20
N 2.689634 -1.622520 1.214972 0.1 0.2 0.1 0.11
N 2.041413 -0.673402 1.950681 0.2 -0.3 -0.2 -0.10
C 2.307693 -0.349953 3.153682 0.1 0.2 0.1 0.05
C 1.832304 0.999861 3.492853 0.0 -0.2 -0.2 -0.23
C 2.113623 1.619481 4.679975 0.1 0.1 0.3 0.05
C 1.823986 2.981465 4.812147 0.0 0.0 0.1 0.04
C 1.281182 3.656364 3.738455 0.0 0.1 0.1 0.02
C 0.994453 2.952514 2.577035 0.0 -0.2 0.0 -0.09
N 1.243473 1.645802 2.444363 0.0 0.2 0.1 0.01
H 3.523008 -3.288924 0.999173 0.0 -0.1 0.0 0.08
H 4.574789 -5.028528 -1.813470 0.0 0.0 0.0 0.14
H 4.506662 -4.073598 -4.088987 0.0 0.0 0.0 0.13
H 3.603970 -1.793466 -4.483063 0.0 0.0 0.0 0.12
H 2.740275 -0.490192 -2.575347 0.0 0.0 0.0 0.11
H 2.982875 -0.920786 3.781951 0.0 0.0 0.0 0.17
H 2.579155 1.060989 5.483759 0.0 0.1 0.0 0.15
H 2.042631 3.500332 5.737939 0.0 0.0 0.0 0.14
H 1.070951 4.716868 3.786031 0.0 0.0 0.0 0.14
H 0.544765 3.460047 1.736210 0.0 0.0 -0.1 0.07
C -2.687012 -3.522367 2.912955 0.0 0.0 0.0 -0.06
C -1.760840 -2.342817 3.199040 0.0 0.0 0.0 -0.38
C -1.768997 -2.010956 4.700609 -0.1 0.0 0.0 -0.04
C -2.088694 -1.109412 2.374294 0.1 -0.1 0.1 -0.20
C -3.097972 -1.084357 1.415735 -0.1 0.0 0.0 0.00
C -3.443134 0.088868 0.758624 0.0 0.0 0.0 0.02
C -2.827515 1.310591 1.051654 -0.1 0.0 -0.1 -0.27
C -3.361352 2.606700 0.512802 0.0 0.0 0.0 -0.02
C -1.774296 1.285667 1.967091 -0.2 -0.2 0.1 -0.11
C -1.384015 0.085861 2.590770 -0.2 0.0 0.1 -0.12
H -2.422793 -4.360700 3.556757 0.0 0.0 0.0 0.10
H -2.621366 -3.872341 1.878041 0.0 0.0 0.0 0.07
H -3.729055 -3.266340 3.120287 0.0 0.0 0.0 0.10
H -0.740047 -2.645172 2.933643 0.1 0.0 0.0 0.12
H -2.715900 -1.549980 4.991427 0.0 0.0 0.0 0.11
H -0.957243 -1.339808 4.990841 -0.1 0.0 0.0 0.07
H -1.650927 -2.925752 5.281585 0.0 0.0 0.0 0.10
H -3.663306 -1.982312 1.202133 0.0 0.0 0.0 0.12
H -4.260037 0.070420 0.044518 0.0 0.0 0.0 0.14
H -2.578933 3.205124 0.038739 0.0 0.0 0.0 0.05
H -3.772179 3.205258 1.329734 0.0 0.0 0.0 0.11
H -4.160811 2.442428 -0.209168 0.1 0.0 0.0 0.10
H -1.389472 2.224115 2.339600 0.1 0.1 -0.1 0.11
H -0.716494 0.132590 3.442914 0.1 0.0 0.0 0.11
C -3.415327 -3.343781 -2.378530 -0.1 -0.1 0.0 -0.06
C -2.164002 -3.909313 -3.048421 -0.1 0.1 0.0 -0.40
C -1.731832 -3.100064 -4.270866 0.0 0.1 0.0 -0.06
C -1.015540 -4.143148 -2.072501 0.0 0.1 0.0 -0.05
N -0.731027 -2.993045 -1.158132 -0.2 -0.3 -0.3 -0.01
C -0.163182 -3.046275 0.050010 0.0 -0.1 0.1 -0.02
N -0.076774 -1.815265 0.488630 -0.1 0.7 -0.3 0.00
N -0.586365 -1.037885 -0.480615 0.0 -0.2 0.5 -0.05
N -0.979014 -1.729220 -1.479229 0.1 0.2 0.1 0.17
H -4.243358 -3.368846 -3.086672 0.0 0.0 0.0 0.10
H -3.283671 -2.302703 -2.071038 0.0 -0.1 0.0 0.06
H -3.716242 -3.937648 -1.509269 0.0 0.0 0.0 0.09
H -2.408505 -4.922700 -3.374234 0.0 0.0 -0.1 0.15
H -1.429061 -2.086351 -3.994453 0.0 -0.1 0.0 0.06
H -2.558436 -3.016764 -4.976800 0.0 0.0 0.0 0.09
H -0.901234 -3.579984 -4.792715 0.0 0.0 0.0 0.09
H -0.086439 -4.344497 -2.604950 0.0 0.0 0.0 0.14
H -1.229826 -4.985739 -1.418359 0.0 0.0 0.1 0.14
H 0.158692 -3.945842 0.555262 0.0 0.1 -0.1 0.18
C 2.535410 5.908247 -2.671574 0.0 0.1 0.0 -0.19
Ge 1.028012 5.100893 -1.778464 -0.1 0.1 0.0 0.76
C 0.543619 5.918532 -0.079470 0.0 0.1 0.0 -0.21
C -0.528591 4.967286 -2.933273 0.0 0.0 -0.1 -0.21
C 1.614449 3.261512 -1.205368 0.2 -0.2 0.1 -0.49
Se 0.075897 2.237613 -0.628435 -0.2 0.5 -0.1 1.00
C -0.413934 1.433564 -2.319044 0.0 -0.1 0.0 -0.27
H 2.258980 6.925893 -2.953267 0.1 0.0 0.0 0.04
H 2.780369 5.356167 -3.579088 0.0 0.0 0.0 0.04
H 3.414544 5.954293 -2.029165 0.0 0.0 0.0 0.04
H 0.099994 6.899032 -0.259147 0.0 0.0 0.1 0.04
H 1.422485 6.059783 0.553646 -0.1 0.0 0.0 0.03
H -0.201659 5.316846 0.450194 0.0 0.0 0.0 0.00
H -0.853291 5.989434 -3.138375 -0.1 -0.1 0.0 0.04
H -1.367948 4.443365 -2.470601 0.0 0.0 0.0 0.02
H -0.287137 4.504078 -3.891531 0.0 0.0 0.0 0.03
H 2.262399 3.391043 -0.337313 0.0 -0.1 0.0 0.03
H 2.150099 2.682855 -1.957150 0.0 -0.1 0.0 0.04
H -0.420129 2.244142 -3.040784 0.0 0.0 0.0 0.03
H -1.406464 1.004857 -2.220430 0.0 0.0 0.0 0.04
H 0.317322 0.675342 -2.582854 0.0 0.0 0.0 0.03
```
Forces are in eV/Å.

Orbital gap ... 5.5 eV
Total charge ... +3
Energy ... -194479.0488 eV
Relative energy (zero: lowest compared OMol25 entry of this formula, charge and spin) ... 27.5 kcal/mol

***

Entry 4:
C3H4N4 | ωB97M-V with the def2-TZVPD basis set

XYZ file:
```
11
Properties=species:S:1:pos:R:3:forces:R:3:nbo_charge:R:1
C 2.308369 0.368685 0.042896 -1.6 2.7 1.0 -0.07
N 1.618648 -0.685076 -0.148138 -0.1 1.2 0.5 -0.19
N 0.248013 -0.270068 0.067121 1.1 2.0 -0.6 -0.05
C -0.305411 0.990868 -0.003574 -0.3 3.0 -0.7 -0.20
C -1.656780 0.783418 -0.163025 0.9 1.5 3.0 -0.10
N -1.884459 -0.567753 0.048185 1.3 0.3 -1.0 -0.26
N -0.671199 -1.133116 0.065802 -3.3 -2.2 0.1 -0.02
H 3.426846 0.535745 -0.037683 -1.6 -0.8 0.0 0.23
H 1.493627 1.292826 0.364293 4.1 -1.9 -0.8 0.18
H 0.051644 2.126132 0.123782 -0.3 -3.2 -0.5 0.26
H -2.226206 1.779562 0.061041 -0.1 -2.7 -1.0 0.23
```
Forces are in eV/Å.

Orbital gap ... 10.1 eV
Energy ... -9131.0315 eV
Relative energy (zero: lowest compared OMol25 entry of this formula, charge and spin) ... 134.4 kcal/mol
SMILES string ... C=Nn1ccnn1

***

Entry 5:
C4H6FNS | ωB97M-V with the def2-TZVPD basis set

XYZ file:
```
13
Properties=species:S:1:pos:R:3:forces:R:3:nbo_charge:R:1
C 1.453647 0.320930 1.033671 1.2 0.1 0.5 -0.43
C 0.312656 0.206612 0.358258 1.4 -0.3 -0.6 0.12
C -1.021284 0.497509 0.890454 0.2 0.7 0.6 0.01
F -0.769150 0.945829 2.175767 -0.7 0.2 0.4 -0.36
N 0.432303 -0.343869 -0.920349 1.2 -1.1 -0.7 -0.55
C -0.470325 -0.726363 -1.825039 -0.7 0.1 0.5 -0.07
S -2.057991 -0.371941 -1.912089 -0.2 0.0 -0.2 -0.14
H 2.397953 -0.105767 0.602297 -1.0 0.7 0.3 0.19
H 1.549077 0.828985 2.005130 -0.3 -0.6 -0.6 0.24
H -1.578719 1.233722 0.336957 -0.1 0.5 -0.1 0.21
H -1.628626 -0.383484 0.913278 -0.4 -0.7 0.2 0.20
H 1.373940 -0.710812 -1.146876 -0.9 0.6 0.5 0.40
H 0.006518 -1.391349 -2.511458 0.1 -0.3 -0.9 0.19
```
Forces are in eV/Å.

Orbital gap ... 9.0 eV
Energy ... -19286.9026 eV
Relative energy (zero: lowest compared OMol25 entry of this formula, charge and spin) ... 25.9 kcal/mol
SMILES string ... C=C(CF)NC=S

***

Entry 6:
C6H34O14 | ωB97M-V with the def2-TZVPD basis set

XYZ file:
```
54
Properties=species:S:1:pos:R:3:forces:R:3:nbo_charge:R:1
O -0.725419 2.760701 -1.468926 -0.1 -0.4 -0.2 -0.65
C -0.432199 1.588865 -1.636482 -0.1 1.0 0.5 0.81
O -0.710912 1.076073 -2.825391 -0.2 0.0 -1.0 -0.72
C 0.101935 0.777588 -0.494736 -0.5 -1.9 0.1 -0.55
C -1.002498 -0.178945 0.094756 1.3 -0.1 -0.5 -0.43
C -1.942323 0.325782 1.153530 0.5 0.5 -0.2 0.03
C -2.221267 1.610194 1.313426 -0.8 0.6 0.7 -0.44
C -2.559171 -0.728093 1.993754 -1.2 -1.2 0.6 -0.64
H -0.506787 0.159010 -3.135114 0.4 0.1 1.2 0.53
H 0.969177 0.129161 -0.733192 -0.9 0.4 -0.5 0.26
H 0.453376 1.329581 0.353727 0.0 1.1 0.0 0.25
H -1.550901 -0.655034 -0.725667 -0.1 -0.1 0.3 0.20
H -0.337349 -0.926691 0.525205 -0.5 -0.5 0.3 0.23
H -2.916073 1.902856 2.096665 0.0 -0.1 0.0 0.20
H -1.892065 2.460246 0.735909 0.5 -0.3 -0.4 0.21
H -3.088553 -0.490572 2.920350 0.2 1.1 -0.2 0.23
H -3.352725 -1.258869 1.446595 0.4 -0.1 -0.3 0.22
H -1.860217 -1.471121 2.354554 0.4 0.0 -0.5 0.21
H 0.675697 -0.145785 3.335248 1.3 1.6 -0.5 0.51
H -0.244656 0.200638 4.596962 0.5 0.3 -0.2 0.49
O -0.032130 -0.417369 3.899139 -1.6 -1.3 0.7 -1.01
H -0.455596 -2.273279 -3.496949 0.0 0.0 -0.2 0.50
H -1.314547 -1.503647 -2.500319 -0.1 -0.1 -0.3 0.50
O -0.437566 -1.510682 -2.911636 0.0 -0.3 0.3 -0.96
H 1.694754 3.472917 0.521471 0.1 -0.5 -0.3 0.51
H 2.942206 3.387347 1.325162 0.3 -0.4 0.1 0.48
O 2.399266 2.822048 0.763535 -0.2 0.7 0.0 -1.00
H -4.125454 1.247495 -1.998747 0.3 0.6 0.3 0.48
H -3.283804 1.010082 -0.665635 0.2 0.7 0.2 0.50
O -3.860690 0.624793 -1.321148 -0.7 -1.1 -0.5 -0.98
H 0.644581 4.849064 -1.068452 -0.7 -0.2 -0.7 0.50
H -0.270743 4.242783 0.095760 -0.6 -0.2 -0.9 0.50
O 0.565658 4.617850 -0.154685 1.4 0.8 1.8 -0.97
H -0.877681 -2.883672 3.109493 0.0 -0.2 0.1 0.47
H 0.370713 -2.067186 3.147067 -0.2 -0.5 0.2 0.50
O 0.062390 -2.967208 2.931515 0.3 0.1 -0.3 -0.98
H 1.341113 -2.790643 -1.054514 -0.4 0.3 -0.3 0.46
H 2.222365 -3.676537 -0.225814 0.1 0.0 -0.4 0.49
O 2.238295 -3.121442 -1.035992 0.2 0.0 0.4 -0.98
H 3.188770 -0.397778 0.035014 0.0 0.0 -0.5 0.50
H 3.012840 -1.838533 0.581290 -0.1 -0.4 -0.7 0.49
O 3.379583 -0.979428 0.778404 0.7 -0.5 0.6 -0.98
H 1.833832 -4.407878 2.041546 0.7 0.1 0.0 0.49
H 0.796749 -4.561905 1.099391 -0.2 -0.1 -0.6 0.48
O 1.760701 -4.625804 1.099567 -0.6 -0.1 1.1 -0.95
H 2.874985 1.580813 -1.362498 -0.5 0.4 1.0 0.49
H 3.515961 0.582737 -2.157485 0.0 -0.9 0.1 0.48
O 2.910658 0.619580 -1.400519 0.8 0.7 -1.2 -0.95
H 2.528782 -0.432699 2.088061 0.3 0.1 0.0 0.49
H 2.329369 0.969580 1.696925 -0.1 0.9 -0.3 0.49
O 2.157600 0.394714 2.438157 -0.7 -0.3 1.0 -1.01
H -3.112350 -0.067969 -3.649010 0.5 -0.1 -0.4 0.47
H -3.990183 -0.943113 -2.917024 0.1 -0.6 0.1 0.48
O -3.304191 -1.013663 -3.597734 -0.4 0.5 0.3 -0.95
```
Forces are in eV/Å.

Orbital gap ... 10.0 eV
Energy ... -35439.1816 eV
Relative energy (zero: lowest compared OMol25 entry of this formula, charge and spin) ... 0.0 kcal/mol